15
Properties=species:S:1:pos:R:3:forces:R:3 method="wB97M-V/def2-TZVPD" charge=0 e_above_lowest_kcal_mol=98.32 gap_ev=8.35 homo_ev=-7.595 lumo_ev=0.76
C -1.0747 -1.1708 1.1635 0.090 -0.011 -0.073
C -0.6586 0.2028 0.6496 0.083 0.163 0.007
N 0.5963 0.1888 -0.1511 0.025 0.452 0.084
C 1.2804 1.7033 -0.2918 -0.367 0.147 -0.494
C 0.5233 -0.4519 -1.4363 -0.244 0.038 -0.284
O -0.5061 -0.7382 -1.9865 0.603 0.279 0.479
H -1.9708 -1.0782 1.7887 0.203 0.044 -0.149
H -0.2865 -1.6189 1.7785 -0.103 0.049 -0.080
H -1.3104 -1.8469 0.3369 0.048 0.081 0.127
H -0.4580 0.9035 1.4623 -0.025 -0.063 -0.086
H -1.4375 0.6339 0.0122 0.236 -0.065 0.072
H 1.4202 -0.0239 0.3901 -0.077 -1.022 0.211
H 0.4214 2.2668 -0.6590 -0.230 0.223 -0.121
H 1.9357 1.6133 -1.1880 -0.159 -0.258 0.335
H 1.5253 -0.5837 -1.8691 -0.083 -0.058 -0.028